C4H7CdO3 as an isolated structure, computed with ωB97M-V/def2-TZVPD.

```
15
Properties=species:S:1:pos:R:3:forces:R:3:nbo_charge:R:1
H -1.9820 -1.8780 1.1213 0.2 0.3 0.2 0.24
O 0.2589 -0.3924 -0.6854 -1.8 1.2 -0.4 -0.81
C -0.5106 -1.4981 -0.4408 -3.1 1.5 -0.8 -0.07
C -1.2345 -1.1225 0.8568 -0.4 -1.3 -0.7 -0.12
O -1.9155 0.0544 0.4456 0.2 1.2 -2.4 -0.49
C -1.1139 0.7283 -0.5018 2.9 0.9 2.8 0.39
C -0.5456 1.9856 0.1772 -0.3 0.1 0.8 -0.14
O 0.8162 2.1535 -0.0274 -1.7 4.1 0.1 -0.99
Cd 1.8677 0.6497 -0.2522 4.2 -1.7 0.1 1.73
H 0.1337 -2.3829 -0.3653 -0.8 -0.2 -0.8 0.23
H -0.5598 -0.8869 1.6926 -0.1 -0.2 -0.2 0.19
H -1.4942 -0.9596 -1.3173 2.1 -4.2 1.7 0.20
H -1.1029 0.9612 -1.5785 -1.7 -1.1 0.1 0.24
H -0.7660 1.9711 1.2635 0.0 -0.2 -0.5 0.19
H -1.1180 2.8394 -0.2310 0.3 -0.2 0.0 0.21
```
Positions in Å, forces in eV/Å.

Summary:
E = -14954.33535 eV
Lowest unoccupied orbital energy = -0.2418 Eh
Total charge = +1